[1]
The following is a DFT calculation (ωB97M-V/def2-TZVPD) of a cluster of 2 separate species, C3H3NO2 in total.

```
! RIJCOSX wB97M-V def2-TZVPD def2/J DEFGRID3
* xyz 0 1
C -0.35 0.87 1.54
C -3.47 0.98 -1.12
C 1.61 2.47 0.87
N 0.50 1.62 1.29
O -3.10 1.02 -0.03
O -3.79 0.84 -2.22
H 1.38 2.91 -0.06
H 1.84 3.11 1.65
H 2.61 1.85 0.76
*
```

As for the lowest unoccupied orbital energy: 0.5864 eV. The electronic energy is -321.3282 Eh. For the relative energy (zero: lowest compared OMol25 entry of this formula, charge and spin), the calculation gives 129.8 kJ/mol.

=====

[2]
The following is a DFT calculation (ωB97M-V/def2-TZVPD) of a structure of composition C7H11Cl.

```
! RIJCOSX wB97M-V def2-TZVPD def2/J DEFGRID3
* xyz 0 1
C 0.71 -1.62 0.47
C 1.14 -0.28 -0.06
C 2.62 0.03 -0.38
C 0.31 0.76 -0.26
C -1.16 0.53 -0.20
C -1.97 1.68 0.31
C -1.88 -0.69 -0.39
H 1.01 -1.54 1.74
H 1.75 -2.44 -0.12
H -0.56 -2.01 0.17
H 2.48 0.97 -0.88
H 3.14 -0.08 0.68
H 3.17 -0.69 -1.29
H 0.78 1.83 -0.35
H -2.18 1.51 1.52
H -2.97 1.56 -0.23
H -1.51 2.76 0.10
H -1.34 -1.55 -0.63
Cl -3.53 -0.74 -0.21
*
```

As for the lowest unoccupied orbital energy: 0.4372 eV. The electronic energy is -733.2726 Eh. For the relative energy (zero: lowest compared OMol25 entry of this formula, charge and spin), the calculation gives 585.3 kJ/mol.

=====

[3]
The following is a DFT calculation (ωB97M-V/def2-TZVPD) of a cluster of 2 separate species, C6H12N2O in total.

```
! RIJCOSX wB97M-V def2-TZVPD def2/J DEFGRID3
* xyz 0 1
C 1.67 -1.69 -1.58
N 0.33 -1.29 -1.24
N -0.40 -2.01 -0.44
O -1.49 -1.46 -0.14
H -0.10 -0.54 -1.79
H 1.93 -2.55 -0.96
H 1.73 -1.96 -2.63
H 2.36 -0.87 -1.38
C -1.73 1.48 0.32
C -0.82 0.50 1.01
C 0.69 0.65 0.71
C -1.15 -0.05 2.19
C 1.24 1.52 -0.13
H 1.31 0.11 1.41
H -1.34 2.50 0.38
H -2.73 1.47 0.76
H -1.83 1.20 -0.73
H -0.53 -0.80 2.66
H -2.12 0.09 2.63
H 0.66 2.05 -0.88
H 2.31 1.66 -0.17
*
```

As for the lowest unoccupied orbital energy: 0.7753 eV. The electronic energy is -420.4142 Eh. As for the SMILES: C=CC(=C)C.CNN=O. For the relative energy (zero: lowest compared OMol25 entry of this formula, charge and spin), the calculation gives 445.6 kJ/mol.

=====

[4]
The following is a DFT calculation (ωB97M-V/def2-TZVPD) of a structure of composition C4H9NO2.

```
! RIJCOSX wB97M-V def2-TZVPD def2/J DEFGRID3
* xyz 0 1
C -2.47 0.71 0.65
C -1.18 -0.03 0.73
N 0.04 0.54 0.61
C 0.55 -0.79 -0.07
O 1.01 -1.63 0.68
O 1.12 -0.40 -1.28
C 2.52 -0.16 -1.07
H -2.53 1.40 -0.19
H -3.33 0.03 0.66
H -2.51 1.30 1.58
H -1.17 -0.93 1.34
H -0.70 -1.07 -0.49
H 0.04 1.30 -0.07
H 2.94 0.11 -2.04
H 2.67 0.66 -0.36
H 3.00 -1.06 -0.68
*
```

As for the lowest unoccupied orbital energy: -0.0795 eV. The electronic energy is -362.9011 Eh. For the relative energy (zero: lowest compared OMol25 entry of this formula, charge and spin), the calculation gives 484.2 kJ/mol.

=====

[5]
The following is a DFT calculation (ωB97M-V/def2-TZVPD) of a cluster of 2 separate species, C5H8O in total.

```
! RIJCOSX wB97M-V def2-TZVPD def2/J DEFGRID3
* xyz 0 1
C -0.09 -0.01 1.87
C -0.06 0.60 -0.33
C -1.14 0.54 -1.09
C 0.79 -0.81 -2.59
O 1.89 -0.62 -2.80
C 0.46 -0.50 0.51
H -1.14 -0.29 1.96
H 0.49 -0.47 2.65
H -0.07 1.09 2.03
H 0.43 1.55 -0.13
H -1.53 1.42 -1.58
H -1.66 -0.41 -1.25
H 1.57 -0.60 0.50
H 0.05 -1.49 0.25
*
```

As for the lowest unoccupied orbital energy: 1.1831 eV. The electronic energy is -270.5000 Eh. For the relative energy (zero: lowest compared OMol25 entry of this formula, charge and spin), the calculation gives 152.1 kJ/mol.

=====

[6]
The following is a DFT calculation (ωB97M-V/def2-TZVPD) of an isolated molecule of C2H2N4.

```
! RIJCOSX wB97M-V def2-TZVPD def2/J DEFGRID3
* xyz 0 1
C 0.32 0.70 -0.55
C 0.71 -0.16 0.58
H 0.95 1.72 -0.86
H 1.64 0.20 1.08
N -0.07 -1.02 1.11
N -1.35 -1.01 0.56
N -1.54 -0.66 -0.67
N -0.67 0.24 -1.25
*
```

As for the lowest unoccupied orbital energy: -0.6611 eV. The electronic energy is -296.2931 Eh. As for the SMILES: c1cnnnn1. For the relative energy (zero: lowest compared OMol25 entry of this formula, charge and spin), the calculation gives 345.9 kJ/mol.

=====

[7]
The following is a DFT calculation (ωB97M-V/def2-TZVPD) of an isolated molecule of C2H3N3.

```
! RIJCOSX wB97M-V def2-TZVPD def2/J DEFGRID3
* xyz 0 1
N 1.38 -0.52 -0.33
N 0.85 0.66 0.04
C -0.50 0.57 0.17
C -0.77 -0.73 -0.17
N 0.41 -1.35 -0.48
H 1.49 1.26 0.53
H -1.15 1.40 0.41
H -1.70 -1.27 -0.18
*
```

As for the lowest unoccupied orbital energy: 0.9051 eV. The electronic energy is -242.2402 Eh. As for the SMILES: c1c[nH]nn1. For the relative energy (zero: lowest compared OMol25 entry of this formula, charge and spin), the calculation gives 85.2 kJ/mol.

=====

[8]
The following is a DFT calculation (ωB97M-V/def2-TZVPD) of a structure of composition C3H4O2Rb.

```
! RIJCOSX wB97M-V def2-TZVPD def2/J DEFGRID3
* xyz 1 1
H 0.11 -1.63 -0.74
O 0.26 -0.94 -0.01
C 0.52 -1.68 1.11
C 0.53 -3.02 0.99
O -1.24 7.06 -2.56
C -1.10 6.02 -2.17
Rb -0.71 2.47 -0.71
H 0.16 -1.17 2.01
H 0.36 -3.61 1.89
H 1.11 -3.50 0.20
*
```

As for the lowest unoccupied orbital energy: -3.9975 eV. The electronic energy is -291.0162 Eh. For the relative energy (zero: lowest compared OMol25 entry of this formula, charge and spin), the calculation gives 90.5 kJ/mol.

=====

What is the relative energy (zero: lowest compared OMol25 entry of this formula, charge and spin) in the second record? 585.3 kJ/mol